Density functional theory data (ωB97M-V/def2-TZVPD) for a cluster of 2 separate species, C3H8NO in total at a distorted geometry.

Structure (XYZ):
```
13
Properties=species:S:1:pos:R:3:forces:R:3
C -0.3157 0.2538 0.5378 0.997 0.255 -0.161
C -0.5711 1.1798 1.4367 -0.893 0.429 0.008
C -0.2487 -2.1387 0.2700 0.034 -0.034 -1.030
N -0.0549 -1.0911 0.9548 -0.564 -0.143 0.661
H -0.0781 0.4655 -0.4970 -0.127 -0.088 -0.144
H -0.8444 0.9927 2.4600 0.371 -0.334 0.390
H -0.7200 2.2083 1.1425 0.144 -0.001 -0.266
H -0.0687 -3.1358 0.6379 0.105 0.007 0.365
H -0.5781 -2.0135 -0.7558 -0.042 -0.029 0.013
H 0.2317 -1.2026 1.9230 0.061 0.020 0.123
H 0.2091 1.2826 -3.0592 0.051 0.363 0.410
H 1.6776 1.1558 -2.8799 -0.017 0.307 0.473
O 0.8957 1.4722 -2.3945 -0.120 -0.751 -0.842
```
Positions in Å, forces in eV/Å.

Results
- HOMO energy: -15.083 eV
- HOMO-LUMO gap: 9.7 eV
- Calculated total energy: -248.79586 Ha
- Net charge: +1